(1)
ORCA calculation (wB97M-V/def2-TZVPD) on a molecular structure, C47H54BF24Li2O25 in a non-equilibrium geometry.

The net charge is +1. For the orbital gap, the calculation gives 9.535 eV. The calculation puts the HOMO energy at -0.4204 hartree. Its energy relative to the best compared isomer or geometry (same formula, charge and spin) is 0.00 kcal per mole.

Atoms and positions in Å:
F -0.75614 4.75505 -0.50961
F 0.23799 2.79715 -8.13410
F 0.22047 -4.92732 3.36333
F -0.08566 -7.61168 1.02850
F 0.44681 -9.11149 5.83831
F -2.93144 2.23752 -2.49673
F 1.94217 4.54743 -1.56713
F -1.00017 1.03643 -7.83170
F 1.02521 -5.73979 6.78870
F -2.11733 4.13623 -6.84291
F 0.10515 0.54946 -2.88967
F 2.54845 -7.26994 6.75475
F 1.45612 -0.63335 -4.95272
F -5.59142 2.71886 -1.92620
F -1.49623 -5.92400 2.58295
F -0.66427 -7.40727 5.29704
F 1.68778 2.45739 -1.87814
F -2.24039 3.61871 -8.89491
F -4.44802 4.40844 -1.23766
F -3.53580 1.11297 -0.83020
F -0.95212 -1.17591 -3.72147
F 1.75988 -6.74845 1.51571
F -0.24909 -0.66646 -6.08382
F -0.57379 3.55486 -2.45304
O 6.72849 -3.36148 -1.04214
O -3.19629 4.34510 5.44949
O -4.47802 -0.66708 -5.95950
O -3.89730 -0.50864 -3.76073
O -5.17562 -1.24364 -0.32773
O 3.55679 -1.59388 2.67343
O -0.60138 -1.23109 2.23373
O -5.12637 -3.25088 -1.41863
O -0.33953 2.33768 -6.12992
O 1.76030 1.30193 2.10496
O 3.75292 0.06862 4.24405
O -2.39775 2.82864 -0.37259
O 1.10686 6.17902 2.36606
O 4.70873 -2.65714 -0.31218
O -1.65154 -1.01005 0.00680
O 4.24229 2.38094 1.50943
O 0.46210 0.07958 0.67927
O 5.31162 0.48085 0.78480
O -0.20793 -3.91886 -1.14117
O 0.11825 -0.12363 4.08466
O -2.11302 2.66319 6.52230
O 1.21975 -7.64093 4.33751
O 2.09219 4.11866 2.35482
O 0.21734 -2.28452 0.35300
O -2.46317 -2.14691 -1.85112
C -1.61448 -1.90562 -0.97125
C 3.60074 -2.35345 4.92787
C 0.58940 -7.04737 2.03201
C 6.73181 0.08954 0.58622
C -5.95643 -2.99384 1.04858
C 0.63594 -8.11063 3.15245
C -5.55551 -1.77522 1.92728
C 2.06700 5.34938 2.00498
C 0.39898 0.10680 -5.19880
C 5.35096 1.77674 1.26535
C 0.92262 0.41487 1.84998
C 0.78664 1.55605 -5.67185
C 2.96299 -2.87883 2.65068
C 7.57280 1.37808 0.57101
C -2.68105 3.95400 3.10955
C -2.05245 3.11627 -7.70558
C -0.26623 3.62877 -1.12093
C -3.34170 2.31347 -1.24395
C 3.67387 -1.15946 4.00063
C 1.25216 3.46931 -1.13735
C -0.23199 -5.77171 2.39528
C -0.45307 -2.83737 -0.59214
C -0.77853 2.32348 -7.45999
C -1.02627 2.46037 -0.56772
C -5.64903 1.04593 -4.77415
C 0.08204 -0.36547 2.89661
C 6.79936 2.36655 1.43558
C -2.33463 3.29784 5.48425
C 3.44856 -2.84005 -2.27315
C 1.22670 7.52463 1.80386
C -5.82109 1.28613 -6.27117
C 3.45167 -2.21397 -0.80080
C 0.55989 -7.82001 5.55536
C -5.32218 -0.00936 -6.94732
C -4.62313 -0.17392 -4.70911
C -1.70403 3.22688 4.09923
C -4.61230 3.13642 -1.08403
C 4.87220 -2.94504 -2.64989
C 1.21187 -7.06903 6.72625
C -5.02916 -0.71799 0.93601
C -0.48280 0.08104 -3.96126
C -5.46590 -2.58900 -0.37508
C 5.53569 -3.04164 -1.30944
C 2.67761 -3.24985 4.07838
C -3.25328 4.93469 4.11630
C 2.20338 7.35127 0.59088
C 2.95407 6.06764 0.99947
B -0.45570 -1.06874 0.81853
Li 2.97927 2.67690 3.47953
Li -4.18147 -2.49876 -2.98106
H 1.63552 1.55413 -6.35559
H 2.59441 -2.64764 -0.28591
H -2.33892 4.41546 2.18323
H -4.80622 -2.06450 2.66414
H -1.60782 2.16141 3.89038
H 1.19899 2.02962 -4.78089
H 1.64948 3.21722 -0.15414
H 3.67998 -3.56471 2.19949
H -6.09709 -0.73474 -7.19519
H 5.25086 -2.02861 -3.10252
H 3.14836 5.40107 0.15922
H 1.21846 -9.00006 2.91229
H -2.94351 2.53176 -7.47654
H 1.64075 7.29161 -0.34078
H 2.98072 8.08505 0.37780
H 7.09782 -0.56201 1.37971
H 2.79492 -2.26671 -2.93053
H 1.99877 -2.86933 2.14245
H -0.19670 -5.05969 1.57072
H -0.89806 1.59959 -1.22402
H -2.77176 5.89347 3.92407
H 3.32016 -2.06566 5.94106
H 6.87279 -0.39662 -0.37911
H -0.34867 -8.56739 3.25263
H 3.05189 -3.85360 -2.21427
H 1.62412 -3.04381 4.26762
H 7.21918 2.36882 2.44149
H 5.15967 -3.81679 -3.23770
H -0.83300 2.10039 0.44281
H -4.02169 -0.35889 1.14611
H 3.47222 -1.13063 -0.91937
H -5.39739 -3.89410 1.30375
H 4.59428 -2.79896 4.97785
H 8.60069 1.14192 0.84634
H -6.46963 -1.45723 2.42864
H 3.88556 6.20843 1.54775
H 0.24089 7.84886 1.47049
H -1.34321 0.73830 -4.08693
H -6.87058 1.41912 -6.53379
H -7.03159 -3.17294 1.05585
H -4.24089 5.26841 3.79792
H -5.01296 2.97468 -0.08332
H -0.72616 3.69041 4.22959
H 0.91477 -7.52472 7.67080
H -6.61733 0.83446 -4.32051
H -5.69915 0.13914 1.00331
H 2.91303 -4.30395 4.22513
H 1.64829 8.19389 2.55384
H -5.28364 1.94731 -4.28209
H 7.68104 1.81124 -0.42335
H -5.23957 2.14951 -6.59447
H -4.72306 0.17583 -7.83888
H -3.46898 3.29021 2.75370
H 6.82632 3.34487 0.95573

Forces on atoms 1 to 6 (eV/Å):
F 1.2 -0.3 -1.0
F 0.9 0.6 -2.0
F 0.9 -0.9 1.4
F -1.1 -0.5 -0.9
F 0.4 -0.9 0.7
F 0.3 0.3 -1.3

Löwdin population analysis, charges in e, atoms 1 to 8: F 0.1250; F 0.1898; F 0.0748; F 0.1314; F 0.1745; F 0.1831; F 0.0930; F 0.1351



(2)
ORCA calculation (wB97M-V/def2-TZVPD) on 21 unconnected molecules or ions with the total composition C47H54Cl63N3O10S in a non-equilibrium geometry.

For the orbital gap, the calculation gives 7.851 eV. The calculation puts the HOMO energy at -0.3247 hartree.

Atoms and positions in Å:
Cl -4.73676 -5.81881 -2.65213
Cl 2.11968 -12.29208 3.24898
Cl 7.32012 -5.96744 -6.06845
Cl 5.06509 6.90986 -2.03312
Cl -3.05188 -7.80727 3.55405
Cl -1.81270 8.97736 -4.24761
Cl 4.90929 -4.83308 10.19998
Cl 2.75473 -13.64349 5.73776
Cl 7.67550 11.21586 -8.03328
Cl 5.65264 -1.05410 -2.41651
Cl -5.42284 -0.30564 5.41522
Cl -5.30139 -2.98028 -2.43637
Cl 6.24595 -6.78774 -0.64609
Cl -10.74710 -3.35602 0.15112
Cl 2.51196 5.01278 -3.08154
Cl 9.29136 1.29644 -5.01696
Cl 6.95309 -5.68070 -11.02685
Cl -7.97611 4.70817 2.05956
Cl 0.03712 8.23523 -6.35484
Cl -3.00671 -9.57527 1.25169
Cl 6.61531 -7.74722 -3.90364
Cl 3.13314 -9.67338 8.22358
Cl 3.22416 -2.46168 10.19272
Cl 6.57137 1.53068 -6.00178
Cl 2.28570 -4.17007 7.72441
Cl 0.41996 3.05078 -8.91180
Cl 0.64366 -10.28997 6.83683
Cl 0.81235 5.91870 -8.71831
Cl -6.52418 -4.84385 -0.58022
Cl 5.91091 9.67175 -2.34615
Cl 1.55766 10.76253 -9.52997
Cl 0.67848 1.46217 -2.20442
Cl -11.04027 -0.86763 1.62007
Cl -1.78914 4.85634 -9.45095
Cl 1.98006 -6.97141 7.03367
Cl 3.61871 8.73909 -9.80783
Cl 2.83731 -1.80472 -2.26416
Cl -8.39508 -1.91963 1.05796
Cl 0.32009 5.25398 -4.93354
Cl -0.21603 11.01627 -5.56490
Cl 5.24376 -7.96373 -6.45211
Cl 7.48050 11.60631 -5.16065
Cl 4.14177 8.46756 -4.30946
Cl 4.61271 -4.47052 0.02287
Cl 5.09993 -2.90958 12.36287
Cl 7.57161 -1.03918 -5.09049
Cl 9.31265 -4.62046 -9.71077
Cl -4.41900 -7.04176 1.10980
Cl -1.86854 0.50084 -3.21420
Cl -7.01726 -2.51975 6.40247
Cl -8.22891 -0.52047 4.68074
Cl 3.62614 0.52134 -3.75935
Cl 2.19194 -4.97060 4.93781
Cl 4.59221 -11.68698 4.64155
Cl -0.67872 -0.67952 -0.83584
Cl 2.23113 3.09107 -5.23599
Cl 5.67562 -4.77243 -2.66222
Cl -6.93005 2.97480 4.17504
Cl 6.88968 -3.02646 -9.85221
Cl -8.67929 5.22024 4.82368
Cl 1.25824 -11.58146 9.36134
Cl 3.41216 10.29141 -7.34561
Cl 7.68480 8.92092 -6.25199
S 0.27002 -3.18596 3.47946
O 1.56779 -2.62838 1.24134
O -3.71436 2.40988 -0.77187
O -4.74987 -5.04908 1.05285
O 0.80883 3.49749 -0.17385
O -5.47937 -0.48679 0.14610
O -4.08574 4.09543 2.28167
O -1.44513 5.52040 2.63797
O -4.52776 -2.57840 -0.00452
O -3.63544 -0.35132 3.98338
O -2.08158 6.72032 2.15043
N 1.26823 3.44989 2.10149
N 2.91212 -2.61013 2.95958
N 3.63944 -2.31422 1.81474
C -4.44741 -1.23586 -0.40049
C 1.60518 -5.31231 6.56491
C 4.11731 -1.09015 -3.27011
C 4.02569 -3.67754 11.19316
C -1.22471 3.25666 2.09034
C -5.48375 -0.39531 1.55360
C -3.70356 -4.22916 1.52892
C -1.42883 4.62894 1.52597
C 5.95994 -5.06680 -0.94354
C -2.33169 2.47772 2.34680
C -0.26872 9.34338 -5.01343
C -5.09177 -4.48953 -1.54705
C -10.07029 -2.32808 1.41454
C 6.76969 -7.59730 -5.64855
C 7.98622 0.48539 -5.87987
C 1.61130 3.51270 0.73110
C -3.71993 2.95406 2.08308
C 1.71093 -2.79706 2.56734
C 3.09671 3.55114 0.44817
C 1.38668 4.76973 2.76094
C 2.52599 9.55823 -8.68778
C -3.03612 -7.89647 1.79182
C -0.76842 -0.65409 3.82629
C 7.07098 10.55482 -6.51678
C -7.43416 4.60697 3.73706
C -0.33088 4.59012 -8.49753
C -0.82154 -1.85349 2.86726
C -3.46020 0.41497 3.05850
C -5.10007 2.72841 -0.73019
C 0.03496 2.74370 2.36242
C -5.69238 2.36915 0.64989
C 1.37425 4.12151 -4.08686
C 3.41143 -12.93763 4.25649
C 1.53618 0.94035 3.20793
C 2.83175 -2.32391 0.83490
C -4.53217 0.68149 2.06256
C -3.35419 -3.10374 0.55701
C -7.02994 -0.81677 5.94074
C 0.16469 1.48172 2.91742
C 7.54836 -4.65867 -9.72000
C -0.36651 0.06164 -2.40773
C -5.29975 4.20712 -1.02015
C -4.66501 1.92110 1.60779
C -2.18871 1.20391 2.86103
C -0.95436 0.69187 3.18829
C 1.92564 -10.91569 7.86976
C 5.47396 8.18600 -3.18528
H -3.48324 -0.77154 -0.18391
H -6.55787 5.23349 3.83713
H 2.29572 1.69177 3.06904
H 1.75042 0.14786 2.49388
H 1.62150 0.53818 4.20665
H -2.22647 7.19708 2.97440
H -4.58836 -1.20013 -1.47750
H 4.22877 -1.70516 -4.15353
H 6.32999 7.85745 -3.75844
H -0.63239 4.93916 0.85875
H 7.51146 -8.30446 -5.99254
H 0.13661 -0.68203 4.40541
H -2.67086 -3.50664 -0.19028
H -6.49064 1.65387 0.53856
H 3.91213 -13.72173 3.70609
H -5.52423 -4.84746 1.57698
H -2.85916 -2.32919 1.13891
H 0.77598 3.47824 -3.44897
H -6.35460 4.43720 -1.06804
H 3.26368 -4.21559 11.73937
H -2.80784 -4.80051 1.74961
H -2.13553 -7.41272 1.43986
H 0.96549 5.58082 2.18855
H 2.43781 4.95998 2.95664
H 0.51370 9.20432 -4.27937
H 2.99907 -2.11434 -0.21283
H -0.60879 4.55887 -7.45322
H -4.81718 4.44638 -1.96431
H -4.83188 4.80564 -0.24402
H 0.52945 -5.19471 6.56639
H 1.85552 8.82130 -8.26646
H -5.34120 -1.34087 2.06699
H 0.15058 -0.66217 -3.02403
H -3.24265 3.16425 -1.13159
H 0.90512 4.69815 3.72232
H -6.15332 3.27227 1.03845
H -5.65139 2.17520 -1.48458
H 6.84663 -4.52245 -0.64960
H 3.60363 3.01418 1.24125
H 5.99489 10.49675 -6.58260
H -1.80785 -2.28725 2.92199
H -0.55463 -1.55477 1.86296
H 7.21352 -5.08105 -8.78286
H -2.36649 4.74288 1.00326
H -4.25163 -4.37430 -0.87494
H 2.41749 -11.71537 7.33443
H -1.56731 -0.78491 4.54352
H 3.47887 4.56034 0.36960
H 3.27810 2.99190 -0.45812
H -3.99401 -3.74780 2.46352
H -10.09195 -2.87882 2.34484
H -7.30306 -0.23318 6.80884
H 8.32943 0.26440 -6.88094
H -6.48112 -0.06108 1.81332

Forces on atoms 1 to 6 (eV/Å):
Cl 0.0 -0.1 0.0
Cl 0.0 0.0 0.0
Cl 0.1 0.0 0.0
Cl 0.1 0.0 0.0
Cl 0.0 0.1 0.1
Cl 0.0 0.0 0.0

Löwdin population analysis, charges in e, atoms 1 to 8: Cl 0.5570; Cl 0.5355; Cl 0.5263; Cl 0.5080; Cl 0.5213; Cl 0.5389; Cl 0.5224; Cl 0.5573



(3)
ORCA calculation (wB97M-V/def2-TZVPD) on a molecular structure, C47H54N2OP2PdSSi.

The net charge is +2. For the orbital gap (alpha / beta), the calculation gives 7.010 / 5.659 eV. The calculation puts the HOMO energy (alpha / beta) at -0.4119 / -0.5077 hartree. Its energy relative to the best compared isomer or geometry (same formula, charge and spin) is 0.00 kcal per mole. Its spin multiplicity is 5. As for the expectation value of S²: 6.018.

Atoms and positions in Å:
Pd 0.07001 -0.42948 -0.13904
S 2.07000 0.66592 0.23795
P -0.69668 -2.23809 1.34175
P -1.35673 -0.06402 -2.06130
Si -1.74521 0.82560 1.01342
O 2.05869 -2.29831 -0.47889
N 2.14143 2.44336 2.20128
N 1.11563 3.19471 0.30664
C 2.43974 -2.46711 4.64661
C -0.38793 -5.09724 -1.53583
C -0.80666 -6.25006 -0.89234
C 2.86905 -2.56322 -1.54872
C 2.49325 -3.37613 3.59751
C -3.83573 -3.86965 -2.59327
C 1.89071 3.78499 -1.98418
C 0.51791 -2.39468 2.64790
C 1.53922 -3.34259 2.59386
C 2.74476 1.45816 3.11218
C -2.28325 -1.77286 2.09741
C 1.42534 -1.51802 4.70085
C 1.20080 6.23750 -1.77729
C -4.76851 -1.10037 3.12822
C -0.44155 0.28024 -3.58757
C 1.01308 0.82642 -5.89936
C -4.06550 2.97578 -2.44754
C -3.54900 2.76468 -0.11050
C -2.82547 -3.58856 -3.50551
C 4.26220 1.40718 3.00612
C -4.23692 3.39632 -1.13639
C -1.22228 -6.19353 0.43288
C -0.80315 -3.82079 0.46761
C -0.38674 -3.88599 -0.85865
C 0.46546 -1.47836 3.70372
C 2.31713 5.20836 -1.62417
C -2.50453 1.30197 -1.70592
C -2.81874 -0.50236 1.82308
C -1.41591 2.06348 2.39457
C 4.94057 2.73916 3.31217
C -4.19969 -2.32909 3.43920
C -2.07357 -2.43286 -3.38361
C -0.35342 0.58899 -5.97766
C 0.93508 0.49595 -3.52203
C -3.20140 1.93117 -2.73521
C 6.45955 2.61981 3.34453
C -2.35976 -1.52830 -2.36079
C 1.65871 0.77186 -4.67375
C -2.67701 1.70601 -0.36966
C 0.76887 3.23210 -1.11713
C -4.11536 -2.97746 -1.56637
C -2.95623 -2.66661 2.93183
C -1.21599 -4.98905 1.11469
C -4.07406 -0.19104 2.34599
C 1.72765 2.21760 0.96547
C -3.38880 -1.80311 -1.45488
C -1.07910 0.31010 -4.83151
H -0.73231 1.64515 3.13639
H 2.11175 3.39641 2.53750
H 2.71282 5.23168 -0.60320
H 3.18284 -2.50685 5.43175
H 0.98830 4.06539 0.80511
H -3.07005 1.62750 -3.76451
H 2.44441 1.75323 4.11893
H -2.34342 2.31723 2.91411
H -5.74429 -0.84419 3.51941
H 0.79271 6.22009 -2.78927
H 2.72623 0.93803 -4.61283
H -0.07083 -2.98328 -1.36876
H -3.62531 -1.09750 -0.66738
H -4.90579 4.21745 -0.91515
H 1.37336 -0.82385 5.52936
H 2.29998 0.48697 2.90124
H 4.58022 3.11335 4.27605
H -2.61688 -4.27924 -4.31170
H -0.98606 2.98936 2.01092
H 3.79418 -1.98331 -1.34895
H -0.06522 -5.13727 -2.56815
H -0.80565 -7.19571 -1.41744
H -1.54212 -7.09336 0.94066
H -0.13706 3.83193 -1.20318
H 0.37362 6.06095 -1.08516
H 6.92543 3.58537 3.53414
H 4.65706 3.48145 2.55858
H -4.41271 -4.77933 -2.68967
H 1.44842 0.44637 -2.56789
H -3.68839 3.10815 0.90795
H 2.74900 3.10864 -1.92095
H 1.57551 1.04044 -6.79814
H 3.18799 -3.60882 -1.58583
H 4.61623 0.64556 3.70569
H 3.27878 -4.11890 3.56578
H -4.90924 -3.18669 -0.86201
H 0.51076 2.22400 -1.42328
H -4.60051 3.46446 -3.25047
H 2.49467 -2.19233 -2.50813
H -1.27026 -2.23734 -4.08302
H 1.54265 3.75817 -3.02073
H -0.34149 -0.75503 3.75364
H 6.77907 1.93381 4.12976
H 1.58619 -4.04738 1.77433
H -2.13530 0.08691 -4.91234
H 6.84296 2.24270 2.39515
H -4.72336 -3.02315 4.08244
H 1.57124 7.24308 -1.58568
H -4.51342 0.77977 2.14530
H -2.51596 -3.61478 3.20486
H -1.51291 -4.97619 2.15327
H 4.54046 1.06405 2.00485
H 3.15503 5.48542 -2.26531
H -0.85331 0.61296 -6.93642

Forces on atoms 1 to 6 (eV/Å):
Pd -0.8 -0.2 0.0
S 0.0 -0.1 -0.1
P 0.1 0.0 -0.1
P 0.2 0.2 -0.3
Si 0.0 0.3 0.1
O 0.1 0.0 -0.1

Löwdin population analysis, charges in e, atoms 1 to 8: Pd 0.3617; S 0.7444; P 1.0573; P 1.0294; Si 0.5931; O -0.1578; N 0.0474; N 0.0466